(1)
# C44H42N6NiP2S2Te

A structure of composition C44H42N6NiP2S2Te (ωB97M-V/def2-TZVPD, OMol25).

Computed properties:
ΔE to the lowest compared entry with this formula, charge and spin ... 0.0 kcal/mol
Frontier orbital gap (spin up / spin down) ... 7.2 / 6.0 eV
Energy ... -5285.8226 Eh
HOMO level (spin up / spin down) ... -7.32 / -7.56 eV
<S²> ... 2.015

```
! RIJCOSX wB97M-V def2-TZVPD def2/J DEFGRID3
* xyz 0 3
Ni 0.587 0.953 -0.651
N 3.384 4.310 -1.803
C 2.003 4.315 -1.323
C 0.944 4.598 -2.380
C -0.438 4.284 -1.810
N -0.540 2.821 -1.633
C -0.680 5.078 -0.524
C 0.450 5.049 0.513
N 0.372 3.823 1.308
C 1.813 5.275 -0.161
H 3.432 4.109 -2.794
H 3.500 2.213 -0.857
H 3.839 5.199 -1.640
H 1.791 3.311 -0.954
H 1.124 3.978 -3.266
H 0.990 5.646 -2.694
H -1.190 4.610 -2.538
H -0.319 2.395 -2.528
H -1.504 2.568 -1.435
H -1.606 4.748 -0.044
H -0.833 6.117 -0.829
H 0.273 5.872 1.210
H 1.124 3.790 1.989
H 0.466 3.002 0.716
H 2.605 5.130 0.582
H 1.889 6.307 -0.526
Te -0.415 -3.429 1.881
C -2.487 -3.794 1.727
C -2.965 -5.096 1.699
C -4.333 -5.302 1.581
N -5.225 -4.318 1.489
C -4.755 -3.072 1.531
C -3.409 -2.760 1.653
C -0.407 -1.634 0.809
P 0.112 -0.027 1.409
C -1.129 0.488 2.646
C -1.417 -0.298 3.765
C -2.414 0.083 4.649
C -3.125 1.259 4.432
C -2.829 2.055 3.336
C -1.836 1.671 2.444
C 1.599 -0.351 2.424
C 1.887 0.425 3.545
C 3.068 0.229 4.246
C 3.972 -0.742 3.837
C 3.692 -1.518 2.720
C 2.513 -1.320 2.015
P -0.428 -1.598 -0.933
C -1.670 -0.379 -1.490
C -1.760 -0.122 -2.862
C -2.762 0.700 -3.356
C -3.676 1.289 -2.491
C -3.590 1.047 -1.126
C -2.598 0.211 -0.628
C -1.157 -3.144 -1.561
C -2.536 -3.352 -1.588
C -3.045 -4.571 -2.010
C -2.184 -5.581 -2.417
C -0.811 -5.373 -2.411
C -0.299 -4.156 -1.985
H -2.295 -5.947 1.738
H -4.729 -6.311 1.546
H -5.493 -2.279 1.465
H -3.092 -1.725 1.690
H -0.859 -1.208 3.944
H -2.636 -0.536 5.508
H -3.901 1.557 5.125
H -3.365 2.982 3.175
H -1.591 2.306 1.602
H 1.181 1.179 3.874
H 3.281 0.835 5.118
H 4.891 -0.895 4.387
H 4.393 -2.278 2.396
H 2.311 -1.915 1.130
H -1.042 -0.571 -3.537
H -2.830 0.882 -4.421
H -4.457 1.929 -2.881
H -4.303 1.495 -0.445
H -2.556 0.002 0.431
H -3.209 -2.566 -1.274
H -4.116 -4.732 -2.015
H -2.585 -6.531 -2.748
H -0.139 -6.156 -2.738
H 0.773 -3.990 -1.975
S 3.113 1.215 -0.024
C 3.611 -0.138 -1.066
C 4.665 -0.932 -0.645
C 5.048 -2.051 -1.374
C 6.112 -2.885 -0.895
N 6.951 -3.559 -0.490
C 4.360 -2.347 -2.561
C 3.319 -1.539 -2.987
C 2.905 -0.419 -2.250
S 1.558 0.526 -2.794
C 4.714 -3.506 -3.338
N 4.979 -4.438 -3.954
H 5.184 -0.687 0.271
H 2.793 -1.786 -3.899
*
```

(2)
# C44H42N8O5PSV

A structure of composition C44H42N8O5PSV (ωB97M-V/def2-TZVPD, OMol25).

Computed properties:
Frontier orbital gap (spin up / spin down) ... 5.5 / 7.2 eV
Energy ... -4199.5696 Eh
HOMO level (spin up / spin down) ... -10.17 / -10.47 eV
<S²> ... 1.072

```
! RIJCOSX wB97M-V def2-TZVPD def2/J DEFGRID3
* xyz 1 2
V -11.505 -16.811 4.276
O -14.634 -14.493 5.649
C -13.645 -15.140 5.387
N -13.092 -15.599 4.251
C -13.443 -14.925 3.034
C -14.395 -13.939 2.827
C -14.422 -13.374 1.562
C -13.541 -13.719 0.512
C -12.643 -14.707 0.790
C -12.577 -15.340 2.022
N -11.658 -16.328 2.348
C -10.936 -16.961 1.375
O -10.698 -16.680 0.217
C -10.366 -18.264 1.936
C -9.707 -19.185 1.097
C -9.241 -20.335 1.720
C -9.467 -20.482 3.072
C -10.152 -19.599 3.857
N -10.583 -18.472 3.263
C -12.821 -15.599 6.608
C -13.302 -15.377 7.910
C -12.450 -15.668 8.967
C -11.179 -16.195 8.643
C -10.844 -16.497 7.350
N -11.660 -16.207 6.363
H -15.193 -13.644 3.516
H -15.183 -12.583 1.412
H -13.667 -13.283 -0.458
H -11.992 -15.039 -0.034
H -9.642 -18.954 0.040
H -8.723 -21.060 1.065
H -8.983 -21.335 3.524
H -10.409 -19.861 4.808
H -14.330 -15.055 7.995
H -12.790 -15.472 9.962
H -10.471 -16.431 9.408
H -9.974 -17.122 7.058
N -14.827 -19.623 5.449
C -14.244 -20.836 5.880
C -14.903 -22.020 5.771
C -14.253 -23.210 6.164
C -12.936 -23.170 6.588
C -12.268 -21.987 6.686
C -12.942 -20.800 6.341
S -12.155 -19.260 6.677
N -12.765 -18.458 5.256
C -13.979 -18.684 4.899
C -14.700 -17.956 3.812
C -15.758 -17.069 4.105
C -16.455 -16.501 3.051
C -16.142 -16.903 1.745
C -15.117 -17.814 1.575
N -14.380 -18.327 2.589
H -15.747 -19.684 4.887
H -15.973 -22.074 5.461
H -14.827 -24.153 6.171
H -12.432 -24.121 6.820
H -11.211 -21.931 6.998
H -15.902 -16.773 5.143
H -17.230 -15.771 3.273
H -16.650 -16.451 0.866
H -14.924 -18.185 0.529
C -7.144 -18.212 9.475
C -6.961 -19.658 8.938
O -6.468 -19.689 7.551
P -7.542 -19.537 6.395
O -7.839 -21.124 6.144
C -7.113 -22.215 6.657
C -7.467 -23.434 5.822
O -6.528 -19.059 5.234
C -5.562 -19.933 4.639
C -4.935 -19.125 3.481
H -7.451 -18.284 10.539
H -7.909 -17.696 8.914
H -6.233 -17.610 9.378
H -7.948 -20.119 9.068
H -6.124 -20.127 9.514
H -7.384 -22.432 7.679
H -6.058 -22.018 6.668
H -8.589 -23.576 5.780
H -7.102 -24.416 6.166
H -7.181 -23.287 4.773
H -6.049 -20.857 4.331
H -4.815 -20.275 5.403
H -5.689 -18.877 2.758
H -4.152 -19.621 2.931
H -4.553 -18.225 3.956
C -9.646 -15.649 4.230
C -9.919 -14.301 4.637
C -10.335 -13.394 3.708
C -10.706 -12.094 4.113
C -10.518 -11.707 5.435
C -10.012 -12.624 6.413
C -9.708 -13.877 5.961
C -10.853 -10.333 5.770
N -11.111 -9.244 5.952
H -8.843 -16.126 4.834
H -9.284 -15.563 3.151
H -10.338 -13.665 2.677
H -11.052 -11.378 3.380
H -9.980 -12.463 7.464
H -9.343 -14.552 6.707
*
```